# 1
# C19H40Ca3NO14P2

C19H40Ca3NO14P2 as an isolated structure at a distorted geometry (ωB97M-V with the def2-TZVPD basis set, the Open Molecules 2025 dataset).

Frontier orbital gap in Ha: 0.1871
Net charge: -1
HOMO level in eV: -3.4
M in g mol⁻¹: 688.70
Energy relative to the best compared isomer or geometry (same formula, charge and spin) in kcal per mole: 27.7
Max |F| in Eh/bohr: 0.077

Positions of all 79 atoms, in Å:
Ca 1.69085 2.55922 4.11545
Ca -0.61712 0.97896 -0.53864
Ca 2.36731 0.23176 1.66742
P 4.12815 0.97262 3.79298
O 4.41021 0.60695 2.28166
O 2.60436 0.61158 3.94589
O 3.98734 2.54251 4.15418
O 5.09924 0.41769 4.83652
P -0.05362 1.74856 2.05690
O 1.45045 2.26268 1.87534
O 0.14194 0.30135 1.43683
O -1.05073 2.36362 1.05052
O -0.30991 1.91308 3.57967
O 2.81317 -0.61592 -2.65716
C 1.79275 -0.15791 -1.88269
O 1.93939 0.27636 -0.74688
O 0.59844 -0.15518 -2.31729
H 2.22542 -0.73585 -3.43591
C -2.64758 -3.25466 -0.50588
C -3.28012 -2.11079 0.27809
C -2.07472 -1.36644 0.80837
O -1.23032 -1.34917 -0.31292
C -1.59854 -2.37987 -1.24250
H -3.31092 -3.77351 -1.19333
H -2.15761 -3.91993 0.20645
H -3.96192 -2.39569 1.08524
H -3.90801 -1.53028 -0.40288
H -1.46253 -1.79842 1.59913
H -2.47424 -0.38670 1.08764
H -0.63949 -2.84091 -1.47918
H -2.04983 -1.90750 -2.11858
C -4.59810 1.65832 -2.89117
C -4.99688 2.00256 -1.48181
C -3.60486 2.19809 -0.84375
O -2.76865 1.22138 -1.50790
C -3.45389 0.67611 -2.62053
H -4.29847 2.57433 -3.39807
H -5.33940 1.09017 -3.45649
H -5.58322 1.25637 -0.95000
H -5.52778 2.95441 -1.53839
H -3.66580 2.00822 0.22985
H -3.21709 3.21644 -0.83701
H -3.85477 -0.30787 -2.34942
H -2.76342 0.48300 -3.44460
C 0.93735 4.75602 -2.50496
C -0.15790 4.55118 -3.51406
C -1.29501 3.95152 -2.64601
O -0.52611 3.03691 -1.84371
C 0.76742 3.59915 -1.49529
H 0.71887 5.66425 -1.94136
H 1.96508 4.75137 -2.86467
H 0.18900 3.81262 -4.23791
H -0.45312 5.45301 -4.05097
H -1.95920 3.33951 -3.25899
H -1.95687 4.55402 -2.02199
H 1.50723 2.80115 -1.46110
H 0.71396 4.08067 -0.51811
C 4.45671 -2.03214 0.27977
C 3.86066 -2.43282 1.63904
N 2.37284 -2.31632 1.74853
C 1.99025 -2.65912 3.11252
C 0.53989 -2.33974 3.51530
C 1.62916 -2.93739 0.67229
C 1.34861 -4.41605 0.76840
H 4.62703 -0.96436 0.12771
H 3.99112 -2.47046 -0.60219
H 5.49889 -2.36536 0.23069
H 4.03428 -3.50815 1.78578
H 4.44397 -1.87049 2.36671
H 2.15852 -3.72629 3.33053
H 2.63893 -2.19881 3.85892
H 0.30467 -2.52365 4.56419
H 0.46060 -1.24963 3.48170
H -0.18062 -2.83775 2.86819
H 2.07341 -2.72669 -0.29892
H 0.67673 -2.39577 0.67114
H 0.67142 -4.78983 -0.00446
H 0.93998 -4.74000 1.72627
H 2.26282 -4.99024 0.58179

Table of Mulliken atomic charges, one value per atom, all in e: 1.299, 1.305, 1.639, 0.943, -0.793, -0.964, -1.018, -0.827, 1.609, -1.144, -0.484, -0.571, -1.220, -0.534, 0.471, -0.531, -0.759, 0.332, -0.623, -0.675, 0.404, 0.836, -0.683, 0.456, 0.258, 0.482, 0.003, -0.441, -0.005, 0.203, 0.316, -0.527, -0.712, -0.574, 0.033, -0.825, 0.259, 0.358, 0.327, 0.337, 0.242, 0.281, 0.373, 0.312, -0.733, -0.636, -0.308, -0.249, -0.307, 0.284, 0.364, 0.265, 0.429, -0.089, 0.326, 0.320, 0.131, -1.227, -0.698, 1.442, -1.129, -0.710, -0.422, -1.963, 0.320, 0.286, 0.453, 0.592, 0.339, 0.478, 0.574, 0.500, -0.149, 0.105, 0.242, -0.183, 0.426, 0.309, 0.452

=====

# 2
# C19H40N2NbO11S4

C19H40N2NbO11S4 as an isolated structure at a distorted geometry (ωB97M-V with the def2-TZVPD basis set, the Open Molecules 2025 dataset).

Frontier orbital gap in Ha: 0.2131
Net charge: -1
HOMO level in eV: -4.4
M in g mol⁻¹: 693.71
Max |F| in Eh/bohr: 0.112

Positions of all 77 atoms, in Å:
N 6.35872 -5.71230 2.67564
Nb 5.68686 -4.66900 0.93262
O 5.09156 -3.80691 -0.85860
C 3.48889 -5.27791 1.37475
C 2.71009 -4.11879 2.01953
O 2.71287 -3.89532 3.21233
N 5.34807 -2.84494 2.02295
C 6.41473 -2.17363 1.91818
O 7.06990 -1.21788 1.82415
H 7.01072 -5.05989 3.12117
H 6.85688 -6.56611 2.41038
H 7.42923 -4.17200 0.61118
H 5.97324 -6.24346 0.03271
H 5.86279 -3.27562 -1.13829
H 3.00192 -5.41135 0.36936
H 3.46157 -6.19421 1.99986
H 2.07858 -3.44420 1.37645
C 0.64275 0.82841 3.37779
C -0.67008 0.03802 3.35264
C -1.33468 0.29487 1.99633
S -0.00479 0.64662 0.84700
O -0.12749 2.01993 0.40746
O 0.12075 -0.44709 -0.08226
C 1.32000 0.55004 2.04113
H 1.27610 0.53487 4.21512
H 0.42837 1.89727 3.47342
H -0.45467 -1.02780 3.46084
H -1.32930 0.32338 4.17352
H -1.89125 -0.57415 1.64997
H -1.98972 1.16572 2.03042
H 2.09601 1.27205 1.79431
H 1.72518 -0.46285 2.00940
C 8.18669 -1.55183 -5.83510
C 6.89409 -0.81422 -5.46825
C 6.04455 -1.76868 -4.62259
S 7.19696 -2.86482 -3.79474
O 6.99794 -4.20069 -4.29212
O 7.21090 -2.56329 -2.38709
C 8.67637 -2.19700 -4.54349
H 8.93410 -0.87620 -6.25333
H 7.97275 -2.32278 -6.58061
H 7.13772 0.07744 -4.88431
H 6.35078 -0.48571 -6.35536
H 5.45817 -1.23524 -3.87673
H 5.38875 -2.37819 -5.24323
H 9.39963 -2.99359 -4.70672
H 9.08645 -1.45082 -3.86154
C -6.26587 1.23466 -0.34630
C -7.01051 1.09188 0.98433
C -6.89058 -0.37484 1.42070
S -5.36082 -0.98375 0.71187
O -5.67651 -2.00028 -0.26055
O -4.40102 -1.20162 1.76815
C -4.93428 0.51730 -0.15694
H -6.12186 2.27983 -0.61743
H -6.83920 0.75365 -1.14427
H -6.54722 1.73549 1.73028
H -8.05223 1.39146 0.89752
H -6.84833 -0.47107 2.50415
H -7.70749 -0.97881 1.02611
H -4.43861 0.27290 -1.09480
H -4.26466 1.09372 0.48321
C -6.26510 6.29844 -0.57603
C -7.55220 7.04932 -0.21814
C -8.41398 6.10612 0.62779
S -7.27444 5.00354 1.46597
O -7.48431 3.66176 0.97353
O -7.26526 5.30674 2.87439
C -5.78681 5.65443 0.72031
H -5.51017 6.96484 -0.99345
H -6.48271 5.52639 -1.31927
H -7.30339 7.94117 0.36299
H -8.08832 7.37866 -1.10879
H -8.99904 6.64808 1.36856
H -9.07241 5.49988 0.00614
H -5.06949 4.85057 0.56290
H -5.37287 6.39940 1.40082

Table of Mulliken atomic charges, one value per atom, all in e: -0.730, -0.014, -0.832, -0.909, 0.427, -0.569, -0.576, 0.800, -0.491, 0.206, 0.219, 0.070, 0.060, 0.545, 0.370, 0.334, 0.226, -0.616, -0.751, -0.301, 1.192, -0.691, -0.665, -0.595, 0.362, 0.289, 0.337, 0.318, 0.247, 0.193, 0.394, 0.255, -0.573, -0.622, -0.646, 1.162, -0.687, -0.739, -0.730, 0.338, 0.292, 0.303, 0.310, 0.351, 0.375, 0.392, 0.345, -0.539, -0.440, -0.710, 1.159, -0.682, -0.636, -0.487, 0.146, 0.299, 0.189, 0.422, 0.372, 0.361, 0.468, 0.161, -0.564, -0.619, -0.689, 1.074, -0.562, -0.716, -0.662, 0.362, 0.276, 0.295, 0.339, 0.327, 0.365, 0.349, 0.366

=====

# 3
# C19H40NiP2

C19H40NiP2 as an isolated structure at a distorted geometry (ωB97M-V with the def2-TZVPD basis set, the Open Molecules 2025 dataset).

Frontier orbital gap (alpha / beta) in Ha: 0.1455 / 0.2686
Net charge: 0
HOMO level (alpha / beta) in eV: -3.4 / -7.2
Multiplicity: 3
M in g mol⁻¹: 389.17
Energy relative to the best compared isomer or geometry (same formula, charge and spin) in kcal per mole: 56.4
Max |F| in Eh/bohr: 0.063

Positions of all 62 atoms, in Å:
P 0.22700 -1.85603 0.88630
P -0.10496 1.59606 0.72035
C -0.07828 -0.88559 -0.66607
C 0.39963 0.55257 -0.69256
H -1.14958 -0.96038 -0.89657
H 0.47313 -1.44582 -1.42559
H 1.48865 0.60827 -0.83053
H -0.08441 1.03389 -1.54374
C -1.71789 2.24929 0.23634
H -2.03900 2.95023 1.01868
H -2.44997 1.43503 0.18090
H -1.63303 2.75715 -0.72913
C 1.07838 2.96564 0.61660
H 0.87855 3.53386 -0.30111
H 2.10627 2.57041 0.61215
H 0.95350 3.60121 1.50385
C -0.95527 -3.23113 0.62498
H -0.93324 -3.92035 1.48275
H -0.71146 -3.78474 -0.29617
H -1.97216 -2.82364 0.52579
C 1.88848 -2.56211 0.57956
H 2.62705 -1.74721 0.56073
H 1.90086 -3.09077 -0.38886
H 2.12678 -3.25518 1.40051
Ni -0.02132 -0.02580 2.01901
C 0.53812 1.40357 -3.60503
C -0.81044 1.48341 -3.50115
C -1.76307 0.71916 -4.36062
C -1.37897 -0.76211 -4.63465
C -0.58264 -1.46158 -3.57423
C 0.75696 -1.58657 -3.57231
C 1.68684 -0.79293 -4.44112
C 1.29204 0.69454 -4.68091
C 0.18712 -1.82991 3.01642
H 1.17048 2.00120 -2.93755
H -1.28323 2.24895 -2.86532
H -1.84205 1.23177 -5.33916
H -2.76686 0.75798 -3.91088
H -2.31949 -1.31478 -4.76196
H -0.85827 -0.81186 -5.59939
H -1.18663 -2.00584 -2.83712
H 1.24434 -2.41670 -3.03113
H 1.75845 -1.27638 -5.43039
H 2.70593 -0.84807 -4.01318
H 2.24040 1.24150 -4.81483
H 0.74835 0.75836 -5.63490
H 1.00398 -1.43031 3.64541
H 0.41743 -2.90354 2.88691
H -0.77229 -1.78925 3.55580
C -1.44256 0.39046 5.43777
C -0.23266 1.19320 4.96619
C 1.08495 0.72301 5.58792
C -0.17071 1.40440 3.43667
H -1.27533 -0.67617 5.28830
H -2.36217 0.69571 4.93015
H -1.60032 0.56012 6.51012
H -0.36477 2.21047 5.35926
H 1.25766 -0.34780 5.47501
H 1.93556 1.27925 5.18119
H 1.05639 0.93554 6.66133
H 0.70417 2.06334 3.24594
H -1.07436 1.99299 3.16330

Table of natural (NBO) atomic charges, one value per atom, all in e: 1.117, 0.981, -0.717, -0.765, 0.224, 0.243, 0.223, 0.251, -0.962, 0.247, 0.246, 0.213, -0.963, 0.210, 0.242, 0.245, -0.961, 0.242, 0.223, 0.250, -0.968, 0.250, 0.229, 0.243, 0.318, -0.176, -0.187, -0.452, -0.447, -0.183, -0.183, -0.450, -0.451, -1.043, 0.204, 0.207, 0.222, 0.213, 0.223, 0.205, 0.201, 0.203, 0.222, 0.213, 0.223, 0.207, 0.246, 0.206, 0.243, -0.602, -0.244, -0.602, -0.777, 0.192, 0.204, 0.198, 0.172, 0.191, 0.203, 0.199, 0.168, 0.170